(1)
This record from OMol25 describes a molecular structure, C32H9Cl2F15GeN4O9SW in a non-equilibrium geometry. The level of theory is ωB97M-V/def2-TZVPD.

Element x y z (Å)
1 W 1.83 0.12 -0.71
2 O 3.40 3.11 1.56
3 C 2.85 2.07 1.43
4 O 2.26 1.72 0.23
5 C 2.64 1.03 2.47
6 C 2.54 1.41 3.80
7 C 2.23 0.45 4.74
8 C 2.02 -0.87 4.40
9 C 2.12 -1.24 3.07
10 C 2.45 -0.30 2.10
11 O 2.64 -0.65 0.80
12 N 1.86 -2.64 2.72
13 O 2.01 -3.46 3.59
14 O 1.48 -2.88 1.59
15 N 2.10 0.84 6.16
16 O 2.32 2.00 6.42
17 O 1.75 -0.02 6.93
18 H 2.70 2.44 4.10
19 H 1.77 -1.61 5.15
20 Cl 3.87 -6.97 -0.79
21 C 3.22 -5.39 -0.97
22 C 1.84 -5.22 -1.01
23 C 1.29 -3.95 -1.15
24 Cl -0.40 -3.71 -1.18
25 C 2.14 -2.86 -1.23
26 O 1.64 -1.62 -1.36
27 C 3.53 -3.02 -1.20
28 C 4.39 -1.88 -1.33
29 O 4.03 -0.70 -1.38
30 C 4.07 -4.30 -1.07
31 H 1.19 -6.08 -0.93
32 H 5.47 -2.08 -1.41
33 H 5.15 -4.45 -1.05
34 F 0.62 2.27 -1.72
35 C -0.40 3.19 -1.56
36 C -1.66 2.79 -1.11
37 C -2.61 3.79 -1.01
38 F -3.85 3.47 -0.63
39 C -2.34 5.12 -1.31
40 F -3.27 6.04 -1.20
41 C -1.06 5.47 -1.73
42 F -0.78 6.72 -2.02
43 C -0.08 4.49 -1.86
44 F 1.14 4.80 -2.28
45 Ge -2.18 0.98 -0.64
46 S -0.19 0.09 0.27
47 C -2.83 -0.09 -2.13
48 C -4.20 -0.31 -2.24
49 F -5.03 0.26 -1.37
50 C -4.75 -1.08 -3.26
51 F -6.05 -1.27 -3.33
52 C -3.91 -1.65 -4.20
53 F -4.40 -2.39 -5.17
54 C -2.54 -1.43 -4.13
55 F -1.72 -1.96 -5.03
56 C -2.05 -0.65 -3.11
57 F -0.74 -0.44 -3.07
58 C -3.20 0.76 0.98
59 C -3.84 -0.44 1.25
60 F -3.72 -1.46 0.39
61 C -4.58 -0.63 2.40
62 F -5.18 -1.79 2.63
63 C -4.66 0.40 3.33
64 F -5.35 0.23 4.43
65 C -3.99 1.59 3.11
66 F -4.04 2.56 4.01
67 C -3.26 1.75 1.95
68 F -2.58 2.89 1.77
69 N 1.92 0.61 -2.93
70 N 2.88 1.40 -2.23
71 H 2.37 -0.15 -3.44
72 H 1.31 1.13 -3.55
73 H 2.58 2.37 -2.20
74 H 3.84 1.29 -2.55

Charge: +2
HOMO level (Eh): -0.5317
LUMO energy (eV): -8.85
Frontier orbital gap (eV): 5.6

=====

(2)
This record from OMol25 describes 21 unconnected molecules or ions with the total composition C33H12BCl80F5NO5 in a non-equilibrium geometry. The level of theory is ωB97M-V/def2-TZVPD.

Element x y z (Å)
1 C 1.66 -5.53 2.72
2 C 1.69 -4.16 2.53
3 C 1.50 -3.34 1.30
4 C 0.00 -2.85 1.16
5 N -0.95 -3.97 1.06
6 C -2.21 -3.82 1.65
7 F -2.15 -4.02 2.97
8 F -2.81 -2.63 1.42
9 C -3.20 -4.83 1.06
10 C -2.87 -5.68 0.06
11 C -3.73 -6.55 -0.46
12 C -4.97 -6.62 0.02
13 C -5.33 -5.81 1.00
14 C -6.71 -5.89 1.58
15 F -7.34 -6.97 1.15
16 F -6.62 -6.06 2.90
17 F -7.43 -4.82 1.37
18 C -4.47 -4.91 1.53
19 O -0.15 -2.01 2.27
20 B -0.06 -0.68 1.89
21 O -1.20 0.09 1.87
22 O 1.12 -0.12 1.58
23 C -0.06 -2.15 -0.24
24 O -1.18 -2.03 -0.79
25 O 0.98 -1.81 -0.77
26 H 0.76 -5.97 3.13
27 H 2.49 -6.18 2.51
28 H 1.87 -3.55 3.42
29 H 2.14 -2.46 1.30
30 H 1.76 -3.97 0.44
31 H -1.03 -4.08 0.06
32 H -1.87 -5.65 -0.33
33 H -3.46 -7.22 -1.24
34 H -5.67 -7.32 -0.39
35 H -4.81 -4.27 2.34
36 H -1.66 -0.12 2.69
37 H 0.93 0.72 1.13
38 C -3.42 1.72 -0.82
39 Cl -3.60 1.72 -2.59
40 Cl -2.01 2.69 -0.38
41 Cl -4.87 2.43 -0.10
42 Cl -3.19 0.08 -0.24
43 C 3.99 0.54 -0.95
44 Cl 3.83 -0.13 -2.58
45 Cl 5.59 1.29 -0.79
46 Cl 2.75 1.78 -0.71
47 Cl 3.79 -0.74 0.22
48 C -2.20 -0.14 -6.03
49 Cl -2.35 -0.69 -7.70
50 Cl -0.52 0.31 -5.71
51 Cl -3.25 1.27 -5.79
52 Cl -2.67 -1.44 -4.95
53 C 0.26 0.32 6.27
54 Cl 0.77 -1.08 7.22
55 Cl 0.88 1.80 7.05
56 Cl 0.91 0.20 4.63
57 Cl -1.50 0.37 6.20
58 C 6.94 2.86 -4.44
59 Cl 7.25 3.27 -6.13
60 Cl 5.22 2.98 -4.12
61 Cl 7.48 1.21 -4.12
62 Cl 7.82 3.97 -3.39
63 C -8.29 4.90 -0.47
64 Cl -7.82 4.33 -2.06
65 Cl -9.98 4.49 -0.16
66 Cl -7.27 4.15 0.75
67 Cl -8.09 6.66 -0.39
68 C 10.45 7.07 -4.73
69 Cl 11.95 6.32 -4.16
70 Cl 9.75 8.04 -3.44
71 Cl 10.81 8.11 -6.12
72 Cl 9.31 5.81 -5.21
73 C -7.44 -0.28 7.87
74 Cl -6.66 -0.36 6.29
75 Cl -8.88 -1.31 7.88
76 Cl -6.31 -0.84 9.12
77 Cl -7.91 1.38 8.20
78 C -5.93 -4.69 5.95
79 Cl -5.12 -6.06 6.72
80 Cl -6.04 -3.34 7.08
81 Cl -5.03 -4.22 4.50
82 Cl -7.58 -5.15 5.52
83 C -13.18 6.80 -1.47
84 Cl -13.27 6.16 -3.12
85 Cl -11.54 7.34 -1.14
86 Cl -14.29 8.17 -1.31
87 Cl -13.63 5.54 -0.32
88 C 4.52 3.21 5.63
89 Cl 5.88 2.25 6.23
90 Cl 3.89 4.21 6.94
91 Cl 5.08 4.24 4.31
92 Cl 3.25 2.14 5.04
93 C -11.37 9.30 2.91
94 Cl -11.32 11.01 3.35
95 Cl -12.32 9.10 1.44
96 Cl -9.73 8.72 2.63
97 Cl -12.11 8.38 4.22
98 C 11.96 2.89 -6.29
99 Cl 11.02 3.79 -7.49
100 Cl 11.11 2.88 -4.74
101 Cl 12.19 1.23 -6.85
102 Cl 13.54 3.66 -6.09
103 C 11.21 9.51 0.18
104 Cl 10.25 10.41 -1.01
105 Cl 10.35 9.50 1.73
106 Cl 11.45 7.85 -0.37
107 Cl 12.78 10.29 0.38
108 C -1.39 6.07 8.17
109 Cl 0.02 7.14 8.27
110 Cl -2.16 5.99 9.76
111 Cl -2.53 6.72 6.99
112 Cl -0.86 4.46 7.68
113 C 7.20 -1.76 -7.43
114 Cl 6.86 -2.07 -9.14
115 Cl 5.96 -2.53 -6.44
116 Cl 8.78 -2.43 -7.02
117 Cl 7.19 -0.03 -7.13
118 C 3.30 1.52 -8.57
119 Cl 3.27 1.85 -10.31
120 Cl 3.48 -0.22 -8.31
121 Cl 4.66 2.36 -7.83
122 Cl 1.79 2.07 -7.84
123 C 2.32 -9.36 0.93
124 Cl 3.51 -10.06 2.05
125 Cl 1.98 -7.66 1.45
126 Cl 3.00 -9.36 -0.70
127 Cl 0.87 -10.34 0.96
128 C -1.11 -5.31 -5.58
129 Cl -0.16 -6.78 -5.29
130 Cl -0.32 -4.34 -6.84
131 Cl -2.73 -5.77 -6.14
132 Cl -1.23 -4.38 -4.10
133 C 5.16 -5.75 -0.28
134 Cl 5.18 -6.33 -1.96
135 Cl 6.59 -4.75 0.01
136 Cl 3.70 -4.79 -0.01
137 Cl 5.20 -7.14 0.81

Charge: -1
HOMO level (Eh): -0.1856
LUMO energy (eV): 1.04
Frontier orbital gap (eV): 6.1

=====

(3)
This record from OMol25 describes a molecular structure, C33H21Cl5F5N2O4PPt in a non-equilibrium geometry. The level of theory is ωB97M-V/def2-TZVPD.

Element x y z (Å)
1 Pt -1.22 0.02 -0.07
2 Cl -5.22 6.21 2.07
3 C -4.30 4.95 1.36
4 C -3.56 4.08 2.16
5 Cl -3.58 4.26 3.87
6 C -2.82 3.05 1.58
7 Cl -1.92 1.96 2.56
8 C -2.78 2.87 0.18
9 O -2.08 1.96 -0.43
10 C -3.55 3.76 -0.60
11 Cl -3.54 3.51 -2.30
12 C -4.29 4.78 -0.03
13 Cl -5.21 5.84 -1.03
14 N -3.04 -0.67 0.99
15 C -3.42 -2.08 0.80
16 C -2.19 -2.96 0.80
17 C -1.57 -2.94 -0.56
18 O -1.45 -3.94 -1.23
19 O -1.15 -1.75 -0.99
20 H -2.82 -0.49 1.97
21 H -3.77 -0.03 0.69
22 H -3.97 -2.16 -0.14
23 H -4.10 -2.40 1.59
24 H -2.45 -3.98 1.04
25 H -1.46 -2.58 1.51
26 N -0.17 -0.55 1.51
27 P 1.42 -0.58 1.14
28 C 1.96 0.83 0.18
29 C 2.97 0.76 -0.78
30 C 3.31 1.89 -1.51
31 C 2.64 3.09 -1.29
32 C 1.65 3.17 -0.32
33 C 1.31 2.05 0.42
34 C 2.37 -0.47 2.66
35 C 3.75 -0.31 2.60
36 C 4.48 -0.20 3.78
37 C 3.84 -0.25 5.01
38 C 2.46 -0.41 5.07
39 C 1.72 -0.52 3.90
40 C 1.97 -2.07 0.29
41 C 1.79 -2.20 -1.09
42 C 2.15 -3.38 -1.72
43 C 2.70 -4.42 -0.99
44 C 2.87 -4.31 0.38
45 C 2.50 -3.13 1.02
46 H 3.47 -0.18 -0.98
47 H 4.08 1.83 -2.27
48 H 2.90 3.96 -1.88
49 H 1.13 4.11 -0.15
50 H 0.55 2.11 1.19
51 H 4.25 -0.26 1.64
52 H 5.56 -0.06 3.73
53 H 4.41 -0.17 5.92
54 H 1.96 -0.44 6.03
55 H 0.64 -0.64 3.92
56 H 1.35 -1.40 -1.66
57 H 2.00 -3.49 -2.79
58 H 3.00 -5.34 -1.50
59 H 3.28 -5.13 0.95
60 H 2.62 -3.04 2.10
61 F -2.03 -0.80 -6.69
62 C -1.59 -0.49 -5.47
63 C -2.47 -0.33 -4.42
64 F -3.78 -0.47 -4.63
65 C -2.01 -0.02 -3.17
66 F -2.91 0.11 -2.17
67 C -0.65 0.16 -2.88
68 O -0.14 0.51 -1.70
69 C 0.22 -0.03 -3.96
70 F 1.53 0.10 -3.76
71 C -0.23 -0.34 -5.22
72 F 0.64 -0.52 -6.22

Charge: 0
HOMO level (Eh): -0.3041
LUMO energy (eV): -1.80
Frontier orbital gap (eV): 6.5

=====

(4)
This record from OMol25 describes a molecular structure, C33H21F6IN4O13S2TeW in a non-equilibrium geometry. The level of theory is ωB97M-V/def2-TZVPD.

Element x y z (Å)
1 W -0.16 -0.51 0.61
2 O -1.67 4.43 -2.99
3 C -1.24 3.32 -2.35
4 C -1.16 2.08 -2.96
5 C -0.73 0.98 -2.25
6 N -0.42 1.08 -0.95
7 C -0.40 2.30 -0.40
8 C -0.82 3.44 -1.03
9 C 0.23 2.34 0.95
10 O 0.35 3.33 1.63
11 O 0.69 1.15 1.30
12 C -0.48 -0.34 -3.04
13 O -0.77 -0.28 -4.23
14 O -0.11 -1.32 -2.35
15 H -1.90 4.21 -3.90
16 H -1.39 1.92 -4.01
17 H -0.77 4.39 -0.52
18 F -0.47 -6.15 -0.61
19 C -0.12 -5.11 0.13
20 F 1.07 -5.34 0.67
21 F -1.01 -4.95 1.11
22 S -0.03 -3.60 -0.91
23 O 0.30 -2.59 0.12
24 O 0.94 -3.87 -1.91
25 N -1.51 -3.50 -1.39
26 S -2.42 -2.24 -1.29
27 O -1.94 -1.21 -0.33
28 O -3.02 -1.77 -2.48
29 C -3.82 -2.92 -0.30
30 F -3.40 -3.35 0.89
31 F -4.41 -3.91 -0.95
32 F -4.71 -1.94 -0.11
33 I -1.90 1.49 5.94
34 C -2.47 1.18 3.97
35 C -3.80 1.22 3.59
36 C -4.11 0.97 2.26
37 C -3.09 0.66 1.38
38 N -1.81 0.61 1.76
39 C -1.51 0.89 3.03
40 H -4.58 1.45 4.30
41 H -5.13 1.01 1.91
42 H -3.29 0.43 0.34
43 H -0.45 0.87 3.28
44 Te 2.38 -0.73 -0.66
45 C 3.36 -2.09 0.64
46 C 3.65 -3.36 0.14
47 C 4.28 -4.28 0.97
48 C 4.61 -3.94 2.27
49 C 4.32 -2.67 2.76
50 C 3.69 -1.74 1.94
51 C 3.63 0.90 -0.15
52 C 4.69 1.12 -1.02
53 C 5.61 2.13 -0.75
54 C 5.45 2.92 0.38
55 C 4.38 2.71 1.24
56 C 3.47 1.70 0.98
57 H 3.39 -3.62 -0.87
58 H 4.51 -5.27 0.59
59 H 5.10 -4.66 2.91
60 H 4.58 -2.41 3.77
61 H 3.46 -0.76 2.32
62 H 4.81 0.51 -1.91
63 H 6.44 2.29 -1.43
64 H 6.17 3.71 0.59
65 H 4.25 3.33 2.11
66 H 2.63 1.54 1.65
67 O -1.13 -1.87 2.06
68 C -0.12 -1.84 2.81
69 O 0.85 -1.14 2.40
70 C -0.05 -2.54 4.11
71 C -1.15 -3.24 4.58
72 C -1.09 -3.88 5.81
73 C 0.07 -3.81 6.57
74 C 1.16 -3.12 6.06
75 C 1.12 -2.48 4.84
76 N 2.40 -3.06 6.85
77 O 2.36 -3.49 7.99
78 O 3.37 -2.57 6.32
79 H -2.05 -3.28 3.98
80 H -1.94 -4.42 6.19
81 H 0.15 -4.30 7.53
82 H 1.98 -1.95 4.47

Charge: 0
HOMO level (Eh): -0.2847
LUMO energy (eV): -0.90
Frontier orbital gap (eV): 6.8

=====

(5)
This record from OMol25 describes a molecular structure, C33H23AlCl2N2O6PSe2. The level of theory is ωB97M-V/def2-TZVPD.

Element x y z (Å)
1 Al 0.04 0.45 0.63
2 O -1.00 1.06 -3.14
3 C -0.89 0.98 -1.94
4 O 0.11 0.52 -1.26
5 C -2.00 1.47 -1.02
6 C -3.24 1.99 -1.34
7 C -4.09 2.32 -0.29
8 C -3.70 2.13 1.04
9 C -2.44 1.62 1.27
10 N -1.66 1.32 0.24
11 C -1.73 1.32 2.59
12 O -2.29 1.55 3.64
13 O -0.54 0.86 2.39
14 H -3.52 2.11 -2.37
15 H -5.07 2.71 -0.50
16 H -4.34 2.37 1.87
17 Se -3.35 -1.84 -0.58
18 P -1.40 -2.66 -0.63
19 Se -0.02 -1.98 0.95
20 C -0.63 -2.52 -2.27
21 C 0.70 -2.16 -2.47
22 C 1.21 -2.11 -3.76
23 C 0.41 -2.41 -4.84
24 C -0.92 -2.77 -4.65
25 C -1.44 -2.82 -3.37
26 C -1.40 -4.47 -0.35
27 C -0.23 -5.19 -0.58
28 C -0.21 -6.56 -0.36
29 C -1.36 -7.21 0.08
30 C -2.52 -6.49 0.30
31 C -2.54 -5.12 0.09
32 H 1.32 -1.90 -1.62
33 H 2.24 -1.80 -3.90
34 H 0.81 -2.35 -5.85
35 H -1.55 -3.00 -5.50
36 H -2.48 -3.07 -3.21
37 H 0.66 -4.68 -0.92
38 H 0.70 -7.12 -0.53
39 H -1.34 -8.28 0.25
40 H -3.42 -6.99 0.65
41 H -3.45 -4.54 0.25
42 Cl 1.88 -0.72 3.78
43 C 3.61 -0.73 3.82
44 C 4.25 -0.26 4.95
45 C 5.63 -0.23 5.00
46 C 6.36 -0.70 3.92
47 C 5.71 -1.19 2.80
48 Cl 6.70 -1.85 1.53
49 C 4.31 -1.20 2.69
50 N 3.63 -1.70 1.59
51 C 3.98 -1.42 0.23
52 C 4.05 -2.51 -0.63
53 C 4.31 -2.34 -1.98
54 C 4.52 -1.06 -2.47
55 C 4.44 0.03 -1.62
56 C 4.17 -0.12 -0.26
57 C 4.03 1.13 0.57
58 C 2.62 1.69 0.44
59 O 2.39 2.78 -0.04
60 O 1.72 0.87 0.90
61 H 3.65 0.09 5.77
62 H 6.14 0.15 5.88
63 H 7.44 -0.70 3.94
64 H 2.63 -1.75 1.72
65 H 3.89 -3.49 -0.21
66 H 4.36 -3.20 -2.64
67 H 4.73 -0.90 -3.52
68 H 4.57 1.03 -2.01
69 H 4.75 1.88 0.26
70 H 4.18 0.93 1.63

Charge: -1
HOMO level (Eh): -0.1987
LUMO energy (eV): 2.33
Frontier orbital gap (eV): 7.7